# 1
Formula: C6H11ClF5InSn
Source: OMol25
Level of theory: wB97M-V/def2-TZVPD

```
25
Properties=species:S:1:pos:R:3:mulliken_charge:R:1
In 1.471 1.845 -1.049 0.9514
Cl 0.566 -0.721 -0.553 -0.4328
C 3.249 1.401 0.222 -1.1759
C 2.258 1.122 -3.012 -1.1111
H 4.134 1.947 -0.137 0.3340
H 3.113 1.683 1.269 0.2915
H 3.515 0.326 0.153 0.2567
H 3.031 1.798 -3.385 0.2999
H 1.451 1.059 -3.747 0.2784
H 2.767 0.148 -2.880 0.2668
Sn -1.244 0.180 0.946 1.0216
C -0.292 -0.490 2.731 -1.1167
C -1.166 1.975 -0.246 -1.4543
H 0.584 0.157 2.881 0.3074
H -0.984 -0.396 3.581 0.3745
H 0.088 -1.507 2.676 0.3348
H -1.463 1.972 -1.277 0.4701
H -0.992 2.963 0.213 0.3943
F -3.591 -0.862 -0.802 -0.2596
C -2.953 -1.230 0.359 0.3469
F -3.885 -1.103 1.396 -0.3013
C -2.532 -2.719 0.202 0.6210
F -3.615 -3.530 0.286 -0.2376
F -1.884 -2.906 -0.979 -0.2207
F -1.628 -3.113 1.151 -0.2394
```

Values from the calculation:
- Charge: 0
- HOMO-LUMO gap: 7.36 eV
- Total energy: -1599.0603 Ha

# 2
Formula: C6H11ClN
Source: OMol25
Level of theory: wB97M-V/def2-TZVPD

```
19
Properties=species:S:1:pos:R:3:mulliken_charge:R:1
C 2.224 0.122 -2.413 -0.3421
C -2.027 -0.983 -0.682 -0.2897
C 1.578 -0.864 -2.640 -0.4581
C 1.098 -1.246 0.922 -1.0687
C -0.055 1.042 1.132 -1.0532
C -0.035 -0.326 0.583 0.5442
N -1.007 -0.719 -0.081 0.1513
Cl -2.950 3.412 0.884 -0.2459
H 2.701 1.099 -2.202 0.3862
H -1.990 3.177 1.736 0.2907
H -1.882 -1.203 -1.744 0.3212
H -3.001 -1.039 -0.237 0.3301
H 1.402 -1.850 -2.503 0.4405
H 1.485 -0.962 2.004 0.3306
H 0.848 -2.407 0.962 0.3465
H 1.927 -1.194 0.292 0.3094
H 0.916 1.476 1.169 0.3832
H -0.868 1.632 0.696 0.1649
H -0.364 0.833 2.122 0.4590
```

Values from the calculation:
- Multiplicity: 3
- Charge: +1
- Energy above the lowest of the compared OMol25 structures with the same formula, charge and spin: 87.8 kcal per mole
- HOMO-LUMO gap (spin up / spin down): 7.82 / 5.23 eV
- Total energy: -749.5986 Ha

# 3
Formula: C6H11ClN2S
Source: OMol25
Level of theory: wB97M-V/def2-TZVPD

```
21
Properties=species:S:1:pos:R:3:mulliken_charge:R:1
C 1.127 1.634 0.410 -0.6919
C 0.854 0.358 0.791 -0.0731
C 1.844 -0.743 0.618 0.0936
C 2.795 -0.729 -0.285 -0.4741
Cl 4.174 -1.816 -0.072 -0.1993
H 0.400 2.560 0.688 0.3383
H 2.137 1.652 -0.336 0.0606
H -0.029 0.075 1.428 0.4551
H 1.702 -1.390 1.631 0.2624
H 3.047 0.067 -1.045 0.2816
C -1.195 1.166 -0.488 -0.8542
N -1.623 -0.230 -0.325 0.1942
N -0.604 -1.172 -0.657 -0.6331
C -2.847 -0.600 0.033 -0.1488
S -3.478 -2.131 0.261 -0.3167
H -0.686 1.218 -1.479 0.3163
H -2.090 1.902 -0.581 0.3214
H -0.504 1.478 0.284 0.2353
H -0.502 -1.802 0.185 0.2926
H -1.104 -1.784 -1.300 0.2888
H -3.419 0.286 0.240 0.2512
```

Values from the calculation:
- SMILES: C=C/C=C/Cl.CN(N)C=S
- Charge: 0
- Energy above the lowest of the compared OMol25 structures with the same formula, charge and spin: 57.7 kcal per mole
- HOMO-LUMO gap: 8.85 eV
- Total energy: -1202.8887 Ha

The lowest total energy belongs to which entry?
C6H11ClF5InSn